Entry 1:
{
  "formula": "C5H7FN2",
  "method": "wB97M-V/def2-TZVPD",
  "homo_lumo_gap_ev": 9.6,
  "smiles": "[H]/N=C(\\N)C(=C)C(=C)F",
  "de_lowest_kj_mol": 155.07,
  "spin_multiplicity": 1,
  "species": ["H", "N", "C", "N", "C", "C", "C", "C", "F", "H", "H", "H", "H", "H", "H"],
  "coordinates": [[1.526173, -1.979262, -2.021532], [0.950982, -1.868307, -1.168578], [0.674710, -0.642543, -0.936053], [0.984010, 0.460203, -1.713859], [-0.274227, -0.397946, 0.226162], [-0.758303, -1.482394, 0.904317], [-0.653816, 0.980674, 0.531550], [-0.661005, 1.533197, 1.726393], [-1.035979, 1.780571, -0.457327], [0.741462, 1.453671, -1.496687], [1.652490, 0.368021, -2.492320], [-0.338692, -2.442425, 0.699152], [-1.517849, -1.368543, 1.691310], [-0.299960, 1.049780, 2.611105], [-0.989997, 2.555302, 1.896367]],
  "forces_ev_per_a": [[-0.3, 0.1, 0.6], [0.9, 0.3, -0.8], [-0.9, 0.0, -0.1], [0.7, 1.1, -0.5], [-0.3, -1.5, -0.1], [0.3, 2.4, -0.1], [-0.1, -0.2, 1.8], [0.1, 0.6, 0.9], [-0.5, 0.4, -1.6], [0.2, -1.8, 0.0], [-0.7, -0.2, 0.9], [0.0, -0.4, -0.2], [0.5, 0.0, -0.4], [0.1, -0.5, 0.1], [0.0, -0.1, -0.4]],
  "lowdin_charge": [0.055, 0.097, -0.460, 0.113, -0.178, 0.114, -0.378, 0.093, 0.052, 0.109, 0.108, 0.053, 0.082, 0.066, 0.074]
}

Entry 2:
{
  "formula": "C5H7FN2O",
  "method": "wB97M-V/def2-TZVPD",
  "homo_lumo_gap_ev": 9.4,
  "smiles": "CNc1noc(C)c1F",
  "de_lowest_kj_mol": 75.00,
  "spin_multiplicity": 1,
  "species": ["C", "N", "C", "N", "O", "C", "C", "C", "F", "H", "H", "H", "H", "H", "H", "H"],
  "coordinates": [[-3.070578, -0.208493, -0.214470], [-1.783008, -0.724855, 0.326147], [-0.676993, 0.014747, 0.192698], [-0.410841, 1.279435, 0.078991], [0.907909, 1.548707, 0.002010], [1.700568, 0.322619, 0.074743], [3.155084, 0.572854, 0.017448], [0.907082, -0.668165, 0.080452], [1.090553, -1.969776, 0.155276], [-3.552406, 0.716145, 0.197745], [-2.989612, -0.120118, -1.365578], [-3.887539, -0.940973, -0.061332], [-1.816378, -1.681939, 0.532472], [3.565917, 0.169338, 0.899203], [3.653451, 0.080938, -0.914198], [3.206796, 1.609538, -0.001600]],
  "forces_ev_per_a": [[-0.8, -0.3, -1.7], [-2.8, 2.6, -0.6], [6.8, -1.0, -0.6], [-2.8, -0.7, 0.4], [1.9, -1.9, 0.1], [0.5, 4.0, -0.9], [-0.4, -2.3, -2.2], [-6.5, -0.9, 1.0], [0.4, -0.6, 0.0], [1.4, -0.5, -0.1], [-0.1, 0.2, 1.8], [0.8, -0.1, 0.1], [0.8, -1.0, 0.2], [1.0, -0.3, 1.0], [-0.9, 1.0, 1.7], [0.8, 1.9, -0.1]],
  "lowdin_charge": [-0.091, -0.010, -0.221, 0.045, -0.062, -0.246, 0.006, -0.145, 0.091, 0.086, 0.105, 0.072, 0.111, 0.069, 0.133, 0.058]
}

Entry 3:
{
  "formula": "C5H7FO",
  "method": "wB97M-V/def2-TZVPD",
  "homo_lumo_gap_ev": 10.1,
  "smiles": "C=CO/C=C\\CF",
  "de_lowest_kj_mol": 216.48,
  "spin_multiplicity": 1,
  "species": ["C", "C", "O", "C", "C", "C", "F", "H", "H", "H", "H", "H", "H", "H"],
  "coordinates": [[1.368724, 0.916502, -0.067962], [1.293018, 0.001752, 0.864282], [0.707233, -1.235212, 0.744965], [-0.052634, -1.625352, -0.248124], [-1.135008, -0.967392, -0.721897], [-1.669087, 0.325922, -0.144282], [-2.757680, 0.042882, 0.742924], [1.697877, 1.908002, 0.242759], [0.806138, 0.594470, -0.939237], [1.649303, 0.104678, 1.895302], [0.247857, -2.681758, -0.586548], [-1.928265, -1.367016, -1.429580], [-0.820918, 0.820563, 0.248713], [-2.254758, 0.969669, -0.842097]],
  "forces_ev_per_a": [[-0.5, 0.0, 0.2], [0.3, -0.5, 1.6], [1.6, 0.6, 1.8], [-2.1, -1.8, -2.6], [-1.7, -0.3, -0.4], [-1.7, -0.7, -1.2], [1.2, -0.1, 0.4], [0.1, -0.3, -0.8], [0.6, 1.0, -0.6], [0.0, 0.0, -0.5], [-0.7, 1.8, 0.3], [1.8, -0.3, 0.7], [-0.2, 1.0, 1.4], [1.2, -0.5, -0.2]],
  "lowdin_charge": [0.014, -0.209, -0.038, -0.182, -0.058, -0.182, -0.089, 0.082, 0.068, 0.131, 0.154, 0.126, 0.053, 0.130]
}

Entry 4:
{
  "formula": "C5H7FOS",
  "method": "wB97M-V/def2-TZVPD",
  "homo_lumo_gap_ev": 8.0,
  "smiles": "C/C(=C/C(O)=S)CF",
  "de_lowest_kj_mol": 252.91,
  "spin_multiplicity": 1,
  "species": ["C", "C", "C", "C", "O", "S", "C", "F", "H", "H", "H", "H", "H", "H", "H"],
  "coordinates": [[-1.548626, 0.130918, 2.233563], [-0.900257, 0.082530, 0.908015], [0.438186, -0.308683, 0.757707], [1.117575, -0.437083, -0.407469], [0.420528, -0.547574, -1.515637], [2.689907, -0.226392, -0.502048], [-1.818041, 1.038688, -0.002248], [-2.323553, 0.229186, -0.960538], [-2.503261, -0.408690, 1.963153], [-1.148184, -0.389183, 3.119014], [-1.937975, 1.108988, 2.489850], [0.899748, -0.739725, 1.567472], [-0.664398, -0.181177, -1.384740], [-1.264731, 1.802476, -0.533884], [-2.604973, 1.709281, 0.644414]],
  "forces_ev_per_a": [[-1.9, -1.8, 0.4], [2.2, 2.7, 0.5], [-6.2, 0.8, 2.0], [0.6, 0.9, -3.2], [-5.1, 1.5, -1.1], [2.3, -0.2, 0.1], [1.2, 0.9, 2.3], [-1.6, -0.6, -1.3], [0.4, 0.2, 0.8], [0.3, 0.3, -0.6], [0.4, 0.3, 0.2], [0.9, -0.6, 2.1], [4.5, -2.1, -0.5], [0.6, 0.2, 0.0], [1.4, -2.4, -1.6]],
  "lowdin_charge": [-0.091, -0.170, -0.111, -1.016, -0.041, 0.780, -0.167, -0.035, 0.112, 0.094, 0.069, 0.089, 0.203, 0.115, 0.169]
}

Entry 5:
{
  "formula": "C5H7FS",
  "method": "wB97M-V/def2-TZVPD",
  "homo_lumo_gap_ev": 9.7,
  "smiles": "FC1[C@@H]2CSC[C@@H]12",
  "de_lowest_kj_mol": 202.63,
  "spin_multiplicity": 1,
  "species": ["F", "C", "C", "C", "S", "C", "C", "H", "H", "H", "H", "H", "H", "H"],
  "coordinates": [[2.588482, -0.230847, -0.626395], [1.641374, 0.154096, 0.263949], [0.353130, -0.612023, 0.495360], [-0.722693, -1.438389, -0.149958], [-2.085155, -0.155356, -0.289115], [-0.942549, 1.315453, -0.062885], [0.365228, 0.657034, -0.343004], [2.097387, 0.537758, 1.171795], [0.054217, -0.345386, 1.528103], [-0.442935, -1.790456, -1.149085], [-1.071928, -2.288654, 0.439080], [-1.026544, 1.746116, 0.944318], [-1.218619, 2.085869, -0.798204], [0.410607, 0.364788, -1.423960]],
  "forces_ev_per_a": [[0.1, 0.0, -0.1], [-0.5, -0.2, 0.2], [0.0, 0.3, 0.5], [0.3, -0.2, -0.3], [0.0, 0.0, 0.1], [-0.2, 0.7, 0.0], [0.4, -0.4, -0.8], [-0.1, 0.1, -0.1], [0.1, -0.2, -0.5], [-0.1, 0.1, 0.2], [-0.1, 0.2, 0.0], [0.0, -0.3, -0.3], [0.0, -0.3, 0.2], [0.0, 0.2, 0.9]],
  "lowdin_charge": [0.032, -0.214, -0.272, -0.402, 0.813, -0.408, -0.296, 0.147, 0.141, 0.080, 0.070, 0.081, 0.074, 0.154]
}

Entry 6:
{
  "formula": "C5H7GaO5",
  "method": "wB97M-V/def2-TZVPD",
  "homo_lumo_gap_ev": [5.9, 10.3],
  "s_squared": 0.75,
  "spin_multiplicity": 2,
  "charge": 1,
  "species": ["O", "C", "O", "O", "C", "C", "O", "C", "C", "O", "Ga", "H", "H", "H", "H", "H", "H", "H"],
  "coordinates": [[-1.217534, -1.405658, -1.155362], [-1.839569, -0.401985, -1.471866], [-2.349710, 0.143679, -2.386178], [1.261617, -1.933681, 1.283155], [2.268651, -1.142784, 1.647858], [1.977624, 0.300694, 1.878430], [1.070757, 0.713738, 0.830734], [0.286734, 1.879169, 1.061551], [-0.815768, 1.876569, 0.011995], [-1.403008, 0.594613, -0.015332], [-0.092862, -0.817068, 0.436556], [3.265917, -1.558468, 1.831101], [2.887490, 0.918136, 1.861244], [1.453732, 0.482819, 2.839667], [0.908376, 2.783555, 0.985342], [-0.143227, 1.829787, 2.075886], [-0.390605, 2.114740, -0.978321], [-1.555425, 2.653666, 0.263295]],
  "forces_ev_per_a": [[1.1, -1.3, 1.8], [-0.4, 2.1, -3.5], [0.5, -0.7, 2.7], [-2.7, 0.7, -1.3], [1.2, 1.1, 0.3], [1.0, -0.4, 1.1], [-0.1, -0.3, -0.6], [-0.6, 1.0, 0.3], [0.2, 1.2, -0.4], [0.5, -1.6, 0.8], [0.3, -0.6, -0.5], [-0.7, -0.1, -0.2], [-0.3, -0.2, -0.1], [0.0, 0.0, -0.3], [-0.1, -0.4, -0.1], [0.1, 0.0, -0.2], [-0.2, -0.1, 0.3], [0.2, -0.4, -0.1]],
  "lowdin_charge": [0.120, -0.424, 0.264, -0.081, -0.188, -0.134, -0.167, -0.125, -0.168, -0.136, 0.977, 0.138, 0.154, 0.147, 0.163, 0.151, 0.153, 0.155]
}

Entry 7:
{
  "formula": "C5H7HgO3",
  "method": "wB97M-V/def2-TZVPD",
  "homo_lumo_gap_ev": 5.9,
  "de_lowest_kj_mol": 0.00,
  "spin_multiplicity": 1,
  "charge": 1,
  "species": ["O", "C", "O", "Hg", "O", "C", "H", "H", "C", "H", "C", "C", "H", "H", "H", "H"],
  "coordinates": [[0.869403, 0.613294, -0.750679], [2.129633, 0.473771, -0.428459], [2.503278, 0.232245, 0.760321], [4.281354, 0.254922, 0.073009], [3.002668, 0.586422, -1.341972], [-0.116452, 0.486373, 0.285600], [0.229543, 1.032663, 1.168938], [-2.089407, 1.387979, 0.460600], [-1.495974, 0.801756, -0.250735], [-1.533494, 1.265070, -1.243402], [-0.577839, -1.058218, 0.551989], [-1.882854, -0.790221, -0.190454], [0.105241, -1.802552, 0.124594], [-1.916706, -1.230738, -1.194046], [-0.697717, -1.234699, 1.627647], [-2.810682, -1.018064, 0.347048]],
  "forces_ev_per_a": [[1.8, 0.0, -0.3], [-4.9, 0.5, -1.4], [-4.5, -0.2, 2.6], [10.5, -1.0, 1.9], [-2.4, 0.8, -3.5], [-0.7, -1.9, 1.4], [-0.1, 0.0, -0.3], [0.2, -0.1, -0.2], [-1.1, -1.5, -0.1], [0.1, -0.1, 0.3], [1.2, 1.5, 0.1], [-0.2, 1.7, -0.6], [-0.2, 0.1, 0.1], [0.0, 0.1, 0.3], [0.1, 0.0, -0.3], [0.3, 0.0, -0.2]],
  "lowdin_charge": [0.120, -0.752, -0.107, 1.535, -0.079, -0.247, 0.149, 0.117, -0.075, 0.118, -0.093, -0.127, 0.111, 0.108, 0.116, 0.106]
}

Entry 8:
{
  "formula": "C5H7I",
  "method": "wB97M-V/def2-TZVPD",
  "homo_lumo_gap_ev": [5.7, 6.1],
  "s_squared": 2.02,
  "de_lowest_kj_mol": 187.09,
  "spin_multiplicity": 3,
  "species": ["C", "C", "C", "C", "C", "I", "H", "H", "H", "H", "H", "H", "H"],
  "coordinates": [[-0.004821, -0.371818, 1.062370], [-2.185615, -0.878340, -2.066619], [-0.309870, -0.606443, -0.201797], [-1.811323, -0.525015, -0.894869], [0.624176, -1.317878, -1.212186], [-3.359328, 0.309368, 0.361440], [1.011258, -0.300683, 1.413440], [-0.601563, 0.039143, 1.808043], [-3.215436, -0.858172, -2.318688], [-1.458386, -1.397701, -2.600777], [0.584919, -0.568227, -2.130481], [1.586164, -1.530970, -0.854234], [0.017908, -2.193583, -1.375246]],
  "forces_ev_per_a": [[1.4, 0.8, 1.0], [-3.2, -2.4, -8.7], [-4.2, -1.3, -4.2], [6.4, 4.3, 14.5], [-2.9, 3.3, -1.1], [1.2, -0.6, -0.8], [0.5, -0.6, -0.4], [-1.7, 0.5, 0.8], [-0.5, -0.2, -0.7], [0.6, -1.0, -1.5], [0.6, -2.1, 1.5], [1.3, -0.1, 0.4], [0.5, -0.7, -0.8]],
  "lowdin_charge": [-0.024, -0.131, -0.342, -0.665, -0.069, 0.857, 0.058, 0.002, 0.035, 0.039, 0.126, 0.051, 0.064]
}

Entry 9:
{
  "formula": "C5H7N",
  "method": "wB97M-V/def2-TZVPD",
  "homo_lumo_gap_ev": [8.1, 8.1],
  "de_lowest_kj_mol": 575.05,
  "spin_multiplicity": 1,
  "species": ["C", "C", "C", "C", "N", "C", "H", "H", "H", "H", "H", "H", "H"],
  "coordinates": [[-0.943795, 0.505583, 0.649146], [-0.958249, 0.270705, -0.838957], [0.295725, -0.172187, -1.261590], [0.355488, -1.177093, -0.257229], [1.544261, 0.427316, 0.202987], [0.411949, -0.203899, 0.878562], [-1.767608, 0.025753, 1.190963], [-0.940300, 1.579153, 0.881827], [-1.729812, 0.637120, -1.511177], [0.631432, -0.247959, -2.288916], [0.556982, -2.237474, -0.346288], [1.970898, 1.155776, 0.798049], [0.573029, -0.562793, 1.902622]],
  "forces_ev_per_a": [[0.0, 0.0, 0.0], [-0.1, 0.2, -0.1], [-0.4, -0.3, -0.3], [0.1, -0.1, -0.1], [0.2, 0.4, 0.4], [-0.1, -0.2, 0.3], [0.2, 0.1, -0.1], [0.0, -0.1, 0.0], [0.1, -0.1, 0.0], [0.0, 0.0, 0.1], [-0.1, 0.1, 0.0], [0.0, -0.1, 0.0], [0.0, 0.1, -0.2]],
  "lowdin_charge": [-0.151, -0.041, -0.142, 0.024, 0.010, -0.425, 0.105, 0.111, 0.108, 0.123, 0.118, 0.033, 0.128]
}

Please write out number 2 again, unchanged.
{
  "formula": "C5H7FN2O",
  "method": "wB97M-V/def2-TZVPD",
  "homo_lumo_gap_ev": 9.4,
  "smiles": "CNc1noc(C)c1F",
  "de_lowest_kj_mol": 75.00,
  "spin_multiplicity": 1,
  "species": ["C", "N", "C", "N", "O", "C", "C", "C", "F", "H", "H", "H", "H", "H", "H", "H"],
  "coordinates": [[-3.070578, -0.208493, -0.214470], [-1.783008, -0.724855, 0.326147], [-0.676993, 0.014747, 0.192698], [-0.410841, 1.279435, 0.078991], [0.907909, 1.548707, 0.002010], [1.700568, 0.322619, 0.074743], [3.155084, 0.572854, 0.017448], [0.907082, -0.668165, 0.080452], [1.090553, -1.969776, 0.155276], [-3.552406, 0.716145, 0.197745], [-2.989612, -0.120118, -1.365578], [-3.887539, -0.940973, -0.061332], [-1.816378, -1.681939, 0.532472], [3.565917, 0.169338, 0.899203], [3.653451, 0.080938, -0.914198], [3.206796, 1.609538, -0.001600]],
  "forces_ev_per_a": [[-0.8, -0.3, -1.7], [-2.8, 2.6, -0.6], [6.8, -1.0, -0.6], [-2.8, -0.7, 0.4], [1.9, -1.9, 0.1], [0.5, 4.0, -0.9], [-0.4, -2.3, -2.2], [-6.5, -0.9, 1.0], [0.4, -0.6, 0.0], [1.4, -0.5, -0.1], [-0.1, 0.2, 1.8], [0.8, -0.1, 0.1], [0.8, -1.0, 0.2], [1.0, -0.3, 1.0], [-0.9, 1.0, 1.7], [0.8, 1.9, -0.1]],
  "lowdin_charge": [-0.091, -0.010, -0.221, 0.045, -0.062, -0.246, 0.006, -0.145, 0.091, 0.086, 0.105, 0.072, 0.111, 0.069, 0.133, 0.058]
}

What is the formula in the fourth record? C5H7FOS